i | Molecular formula: C3H2FP
Method: DFT, ωB97M-V with the def2-TZVPD basis set

The geometry in XYZ format:
```
7
Properties=species:S:1:pos:R:3:nbo_charge:R:1
C 1.186 -0.504 -1.149 -0.39
C 1.271 -0.178 -0.018 0.42
F 1.278 0.180 1.231 -0.27
H 1.175 -1.003 -2.078 0.24
C -1.580 0.618 0.838 -0.71
P -2.512 -0.139 -0.184 0.52
H -0.818 1.026 1.361 0.19
```

Computed properties:
HOMO-LUMO gap: 10.2 eV
LUMO: 0.4 eV
SMILES: C#CF.C#P
HOMO level: -9.85 eV

=====

ii | Molecular formula: C3H2FP
Method: DFT, ωB97M-V with the def2-TZVPD basis set

The geometry in XYZ format:
```
7
Properties=species:S:1:pos:R:3:nbo_charge:R:1
H 1.382 0.854 0.071 -0.06
P 0.117 1.458 -0.034 0.47
C -0.783 0.048 0.034 -0.62
C -2.302 0.185 -0.135 -0.21
C -3.458 -0.077 0.069 0.43
F -4.747 -0.142 0.100 -0.26
H -0.426 -0.966 0.083 0.24
```

Computed properties:
HOMO-LUMO gap: 9.0 eV
LUMO: -0.3 eV
SMILES: [H]/P=C/C#CF
HOMO level: -9.30 eV

=====

Winner for stability: ii

=====

i | Molecular formula: C23H22N3O
Method: DFT, ωB97M-V with the def2-TZVPD basis set

The geometry in XYZ format:
```
49
Properties=species:S:1:pos:R:3:nbo_charge:R:1
C 0.069 8.794 0.217 -0.72
C 0.141 7.294 0.227 0.69
O 0.533 6.605 -0.709 -0.56
N -0.295 6.779 1.431 -0.60
C -0.417 5.441 1.761 0.25
C -0.857 5.107 3.056 -0.26
C -0.982 3.784 3.392 0.10
N -0.652 2.795 2.518 -0.29
C -0.625 1.446 3.001 -0.09
C -1.910 0.701 2.677 0.02
C -1.986 -0.269 1.680 -0.23
C -3.054 -1.176 1.688 -0.19
C -4.095 -1.018 2.607 -0.20
C -4.121 0.108 3.443 -0.20
C -3.032 0.984 3.459 -0.22
C 0.635 0.740 2.629 -0.17
C 1.861 1.332 2.352 0.00
N 2.866 0.420 2.555 -0.34
C 4.271 0.755 2.569 -0.40
C 2.310 -0.814 2.907 0.14
C 2.962 -1.961 3.333 -0.24
C 2.170 -2.996 3.856 -0.20
C 0.772 -2.883 3.879 -0.21
C 0.126 -1.703 3.474 -0.22
C 0.896 -0.648 2.983 -0.02
C -0.299 3.096 1.240 0.09
C -0.148 4.413 0.847 -0.23
H 0.763 9.212 0.958 0.25
H 0.353 9.145 -0.774 0.26
H -0.956 9.119 0.442 0.24
H -0.559 7.462 2.129 0.42
H -1.090 5.872 3.791 0.25
H -1.277 3.445 4.391 0.24
H -0.610 1.533 4.108 0.23
H -1.194 -0.350 0.929 0.23
H -3.050 -2.023 1.000 0.23
H -4.903 -1.751 2.656 0.23
H -4.963 0.297 4.110 0.23
H -3.025 1.862 4.117 0.20
H 2.105 2.335 2.010 0.21
H 4.862 -0.157 2.456 0.22
H 4.477 1.461 1.756 0.21
H 4.565 1.245 3.509 0.21
H 4.049 -2.025 3.288 0.22
H 2.645 -3.881 4.281 0.23
H 0.177 -3.723 4.241 0.22
H -0.957 -1.615 3.519 0.22
H -0.067 2.262 0.576 0.26
H 0.194 4.640 -0.150 0.29
```

Computed properties:
HOMO-LUMO gap: 6.7 eV
charge: +1
LUMO: -3.7 eV
SMILES: CC(=O)Nc1cc[n+]([C@@H](c2ccccc2)c2cn(C)c3ccccc23)cc1
HOMO level: -10.44 eV

=====

ii | Molecular formula: C23H22N3O
Method: DFT, ωB97M-V with the def2-TZVPD basis set

The geometry in XYZ format:
```
49
Properties=species:S:1:pos:R:3:nbo_charge:R:1
C 4.374 0.287 2.461 -0.42
N 2.980 -0.124 2.464 -0.29
C 1.906 0.709 2.406 0.15
C 0.707 -0.042 2.508 -0.10
C -0.571 0.501 2.527 0.06
C -1.778 -0.267 2.480 -0.18
C -1.940 -1.333 1.553 -0.16
C -3.097 -2.109 1.547 -0.21
C -4.118 -1.854 2.478 -0.14
C -4.001 -0.776 3.373 -0.23
C -2.876 0.044 3.331 -0.09
C 1.129 -1.444 2.659 -0.12
C 0.482 -2.641 2.911 -0.17
C 1.226 -3.827 3.041 -0.19
C 2.623 -3.804 2.951 -0.18
C 3.309 -2.599 2.735 -0.24
C 2.547 -1.448 2.604 0.20
H 5.000 -0.606 2.544 0.24
H 4.624 0.821 1.531 0.24
H 4.576 0.955 3.313 0.24
H 2.004 1.782 2.300 0.24
H -0.643 1.583 2.661 0.25
H -1.124 -1.556 0.856 0.23
H -3.195 -2.923 0.824 0.24
H -5.000 -2.499 2.502 0.24
H -4.791 -0.595 4.109 0.24
H -2.781 0.884 4.028 0.22
H -0.598 -2.667 3.004 0.24
H 0.713 -4.774 3.216 0.24
H 3.180 -4.735 3.063 0.24
H 4.397 -2.565 2.675 0.23
C -6.827 6.807 -0.191 -0.19
C -5.881 7.816 0.066 -0.20
C -4.646 7.495 0.658 -0.17
C -4.335 6.152 0.969 -0.14
C -3.008 5.796 1.606 0.64
N -2.568 4.492 1.471 -0.47
N -1.419 4.006 2.156 -0.68
O -2.348 6.617 2.247 -0.62
C -5.298 5.163 0.736 -0.20
C -6.534 5.479 0.149 -0.20
H -7.795 7.057 -0.632 0.22
H -6.122 8.852 -0.184 0.23
H -3.930 8.292 0.878 0.24
H -3.016 3.814 0.869 0.39
H -0.620 4.001 1.509 0.35
H -1.230 4.679 2.904 0.39
H -5.101 4.131 1.034 0.20
H -7.268 4.690 -0.024 0.22
```

Computed properties:
HOMO-LUMO gap: 6.2 eV
charge: +1
LUMO: -5.0 eV
HOMO level: -11.20 eV

=====

Winner for stability: i

=====

i | Molecular formula: C9H17N2
Method: DFT, ωB97M-V with the def2-TZVPD basis set

The geometry in XYZ format:
```
28
Properties=species:S:1:pos:R:3:nbo_charge:R:1
C 3.774 0.994 0.165 -0.71
C 2.321 1.040 0.399 0.26
N 1.521 0.108 0.526 -0.50
C 1.621 -1.321 0.244 -0.26
C 0.169 -1.824 0.205 -0.21
C -0.952 -1.333 1.104 -0.10
N -0.880 0.045 0.513 -0.38
C -1.982 0.919 0.694 -0.24
C -2.064 1.951 -0.458 -0.61
C -1.014 -1.123 -0.432 0.19
C -1.999 -1.338 -1.467 -0.65
H 4.045 -0.009 -0.122 0.23
H 4.279 1.392 1.104 0.27
H 4.129 1.723 -0.557 0.26
H 1.853 2.101 0.470 0.18
H 2.199 -1.835 1.009 0.23
H 2.112 -1.583 -0.683 0.22
H 0.135 -2.829 -0.176 0.24
H -1.609 -1.675 1.908 0.27
H 0.120 0.299 0.773 0.46
H -2.894 0.551 0.810 0.21
H -1.764 1.502 1.540 0.22
H -2.791 2.742 -0.206 0.25
H -1.075 2.142 -0.777 0.21
H -2.488 1.509 -1.434 0.21
H -2.216 -2.382 -1.481 0.26
H -1.665 -0.971 -2.482 0.25
H -2.884 -0.795 -1.191 0.24
```

Computed properties:
HOMO-LUMO gap: 10.6 eV
charge: +1
LUMO: -2.3 eV
SMILES: C/C=N\C[C@H]1[C@H]2[N@H+](CC)[C@@]12C
HOMO level: -12.88 eV

=====

ii | Molecular formula: C9H17N2
Method: DFT, ωB97M-V with the def2-TZVPD basis set

The geometry in XYZ format:
```
28
Properties=species:S:1:pos:R:3:nbo_charge:R:1
C 2.067 1.237 0.656 -0.63
C 0.980 0.411 -0.029 0.16
N 1.541 -0.483 -1.061 -0.91
C -0.087 1.253 -0.726 -0.28
N -0.776 0.232 -1.558 -0.77
C 0.247 -0.542 1.011 -0.30
C -0.644 0.323 1.881 -0.13
C -1.946 0.322 1.640 -0.27
C -2.600 -0.631 0.721 -0.21
C -1.940 -1.658 0.154 -0.25
C -0.463 -1.880 0.505 -0.46
H 2.557 1.814 -0.138 0.23
H 1.525 1.720 1.514 0.23
H 2.782 0.577 1.062 0.23
H 2.108 -1.348 -0.580 0.42
H 2.145 0.005 -1.746 0.40
H 0.698 1.988 -1.250 0.23
H -0.634 1.831 -0.008 0.26
H 0.135 -0.302 -1.912 0.47
H -1.225 0.563 -2.375 0.43
H -1.378 -0.335 -0.914 0.46
H 1.108 -0.804 1.659 0.24
H -0.147 1.039 2.606 0.23
H -2.531 0.794 2.356 0.24
H -3.702 -0.417 0.391 0.25
H -2.488 -2.498 -0.428 0.26
H -0.390 -2.742 1.211 0.26
H 0.016 -2.112 -0.400 0.22
```

Computed properties:
HOMO-LUMO gap: 9.6 eV
charge: +1
LUMO: -3.0 eV
SMILES: C[C@](N)(C[NH3+])[C@H]1C=CC=CC1
HOMO level: -12.60 eV

=====

iii | Molecular formula: C9H17N2
Method: DFT, ωB97M-V with the def2-TZVPD basis set

The geometry in XYZ format:
```
28
Properties=species:S:1:pos:R:3:nbo_charge:R:1
C 1.641 -0.377 -1.545 -0.63
C 1.423 0.035 -0.051 0.15
C 2.242 1.257 0.127 -0.66
C 1.704 -1.134 0.896 -0.63
N -0.087 0.438 0.011 -0.57
C -0.558 1.264 0.883 0.24
C -1.851 1.831 0.893 -0.42
C -2.903 1.483 0.113 0.01
C -3.107 0.248 -0.446 -0.42
C -2.371 -0.784 0.069 0.21
N -2.566 -2.113 -0.358 -0.73
H 2.627 -0.767 -1.683 0.24
H 0.887 -1.229 -1.558 0.21
H 1.425 0.401 -2.379 0.23
H 3.392 1.087 0.019 0.26
H 2.308 1.612 1.187 0.22
H 1.814 2.125 -0.424 0.23
H 1.795 -1.959 0.246 0.23
H 2.643 -0.873 1.390 0.24
H 0.883 -1.230 1.594 0.22
H -0.389 0.730 -0.938 0.42
H 0.111 1.468 1.738 0.22
H -1.741 2.870 1.395 0.26
H -3.584 2.289 -0.064 0.24
H -3.493 0.185 -1.418 0.24
H -1.993 -0.728 1.001 0.19
H -3.102 -2.267 -1.189 0.41
H -2.158 -2.879 0.183 0.42
```

Computed properties:
HOMO-LUMO gap: 7.1 eV
charge: +1
LUMO: -4.9 eV
SMILES: CC(C)(C)/[NH+]=C/C=C\C=C\N
HOMO level: -12.02 eV

=====

iv | Molecular formula: C9H17N2
Method: DFT, ωB97M-V with the def2-TZVPD basis set

The geometry in XYZ format:
```
28
Properties=species:S:1:pos:R:3:nbo_charge:R:1
H 1.875 2.490 1.544 0.40
N 1.626 1.654 1.051 -0.61
C 1.773 1.588 -0.191 0.27
N 1.168 0.410 -0.813 -0.41
C 0.336 0.758 -1.939 -0.41
C 0.955 -0.702 -0.068 0.62
C 1.959 -1.350 0.756 -0.72
C -0.388 -1.334 -0.111 -0.15
C -0.336 -2.776 -0.490 -0.64
C -1.330 -0.647 0.526 -0.05
C -1.346 0.780 1.018 -0.49
C -2.431 1.700 0.485 -0.61
H 2.310 2.327 -0.879 0.22
H 0.994 1.389 -2.385 0.22
H 0.242 0.016 -2.670 0.24
H -0.558 1.333 -1.661 0.23
H 2.986 -0.926 0.454 0.25
H 1.877 -2.477 0.672 0.28
H 1.705 -1.031 1.710 0.28
H -0.028 -3.491 0.392 0.24
H 0.293 -2.881 -1.303 0.22
H -1.340 -3.118 -0.786 0.25
H -2.160 -1.374 0.655 0.23
H -1.471 0.645 2.137 0.24
H -0.358 1.289 0.899 0.23
H -3.440 1.168 0.674 0.22
H -2.218 1.927 -0.574 0.20
H -2.695 2.634 0.897 0.24
```

Computed properties:
HOMO-LUMO gap: 8.9 eV
charge: +1
LUMO: -4.7 eV
SMILES: [H]/N=C/[N+](C)=C(C)/C(C)=C\CC
HOMO level: -13.56 eV

=====

Winner for stability: ii

=====

i | Molecular formula: C3H8NSi
Method: DFT, ωB97M-V with the def2-TZVPD basis set

The geometry in XYZ format:
```
13
Properties=species:S:1:pos:R:3:nbo_charge:R:1
C -1.250 -0.194 -0.009 0.29
C -0.877 -1.404 0.696 -0.87
C 1.539 0.438 -0.114 -0.47
N 0.280 1.078 -0.104 -0.78
Si -1.046 1.523 -1.068 1.41
H 0.032 -1.153 1.266 0.28
H -1.596 -1.436 1.592 0.34
H -1.092 -2.213 -0.104 0.35
H 2.267 1.272 0.262 0.26
H 1.624 -0.498 0.339 0.21
H 1.989 0.210 -1.051 0.23
H -1.834 0.995 -2.184 -0.14
H -1.048 2.938 -0.773 -0.11
```

Computed properties:
HOMO-LUMO gap: 8.0 eV
charge: +1
LUMO: -6.6 eV
HOMO level: -14.57 eV

=====

ii | Molecular formula: C3H8NSi
Method: DFT, ωB97M-V with the def2-TZVPD basis set

The geometry in XYZ format:
```
13
Properties=species:S:1:pos:R:3:nbo_charge:R:1
C 1.865 1.636 1.559 -0.79
C 1.084 0.829 0.739 0.68
N 0.295 0.049 0.131 -0.57
Si -0.312 -1.275 -0.941 1.27
C -2.145 -0.888 -1.138 -1.09
H 2.864 1.199 1.656 0.32
H 1.958 2.647 1.152 0.32
H 1.406 1.691 2.552 0.32
H 0.556 -1.045 -2.085 -0.13
H 0.023 -2.401 -0.080 -0.13
H -2.629 -0.726 -0.175 0.27
H -2.311 -0.001 -1.745 0.27
H -2.655 -1.716 -1.626 0.27
```

Computed properties:
HOMO-LUMO gap: 11.2 eV
charge: +1
LUMO: -4.6 eV
SMILES: CC#[N+][SiH2]C
HOMO level: -15.84 eV

=====

Winner for stability: ii

=====

i | Molecular formula: C2H8NOSi
Method: DFT, ωB97M-V with the def2-TZVPD basis set

The geometry in XYZ format:
```
13
Properties=species:S:1:pos:R:3:nbo_charge:R:1
C -0.782 1.384 -0.422 -1.10
C 0.835 -1.366 -0.680 -1.09
N 1.114 0.293 1.387 -0.70
O -0.719 -0.495 2.003 -0.89
Si -0.368 -0.314 0.410 1.64
H -0.314 2.218 0.093 0.19
H -0.431 1.393 -1.452 0.20
H -1.852 1.564 -0.434 0.20
H 1.862 -1.298 -0.337 0.21
H 0.549 -2.413 -0.675 0.20
H 0.801 -1.021 -1.712 0.20
H 0.945 1.087 1.993 0.30
H -1.641 -1.032 -0.173 -0.37
```

Computed properties:
HOMO-LUMO gap (alpha / beta): 7.6 / 7.7 eV
charge: -1
LUMO (alpha / beta): 3.8 / 3.8 eV
HOMO level (alpha / beta): -3.88 / -3.88 eV

=====

ii | Molecular formula: C2H8NOSi
Method: DFT, ωB97M-V with the def2-TZVPD basis set

The geometry in XYZ format:
```
13
Properties=species:S:1:pos:R:3:nbo_charge:R:1
C -0.247 -1.745 -0.318 -1.16
Si -0.657 0.040 0.289 1.99
C 0.951 0.952 1.062 -1.13
N -0.661 1.045 -1.249 -1.30
O -1.939 0.068 1.086 -1.33
H -0.281 -1.587 -1.385 0.21
H 0.745 -2.102 0.118 0.21
H -1.093 -2.270 0.116 0.24
H 0.724 1.107 2.113 0.21
H 1.863 0.274 0.862 0.20
H 1.113 1.964 0.705 0.20
H 0.062 1.742 -1.316 0.35
H -0.580 0.512 -2.082 0.34
```

Computed properties:
HOMO-LUMO gap: 8.2 eV
charge: -1
LUMO: 4.4 eV
SMILES: C[Si](C)(N)[O-]
HOMO level: -3.83 eV

=====

Winner for stability: ii

=====

i | Molecular formula: C2H4N2O3
Method: DFT, ωB97M-V with the def2-TZVPD basis set

The geometry in XYZ format:
```
11
Properties=species:S:1:pos:R:3:nbo_charge:R:1
N -1.769 -0.592 -0.042 -0.67
N -1.145 0.662 0.147 -0.46
C 0.143 0.901 -0.197 0.54
O 0.614 1.958 -0.485 -0.56
C 1.113 -0.335 -0.233 0.72
O 0.810 -1.462 -0.539 -0.58
O 2.231 0.160 0.374 -0.64
H -1.934 -0.915 1.015 0.36
H -1.070 -1.170 -0.663 0.41
H -1.788 1.466 0.112 0.39
H 2.795 -0.672 0.509 0.49
```

Computed properties:
HOMO-LUMO gap: 9.9 eV
LUMO: 0.5 eV
SMILES: NNC(=O)C(=O)O
HOMO level: -9.39 eV

=====

ii | Molecular formula: C2H4N2O3
Method: DFT, ωB97M-V with the def2-TZVPD basis set

The geometry in XYZ format:
```
11
Properties=species:S:1:pos:R:3:nbo_charge:R:1
C 1.076 -1.054 0.325 -0.73
C 0.769 0.374 0.042 0.71
O 1.507 1.283 -0.108 -0.45
N -0.843 0.642 0.244 -0.05
O -1.578 -0.533 0.313 -0.55
N -1.228 1.384 -0.781 0.14
O -0.804 2.517 -0.905 -0.31
H 0.429 -1.437 1.113 0.26
H 0.878 -1.637 -0.571 0.26
H 2.116 -1.131 0.631 0.25
H -2.323 -0.408 -0.303 0.48
```

Computed properties:
HOMO-LUMO gap: 9.6 eV
LUMO: 0.2 eV
SMILES: CC(=O)N(O)N=O
HOMO level: -9.42 eV

=====

iii | Molecular formula: C2H4N2O3
Method: DFT, ωB97M-V with the def2-TZVPD basis set

The geometry in XYZ format:
```
11
Properties=species:S:1:pos:R:3:nbo_charge:R:1
N -0.495 1.651 -0.112 -0.83
C 0.493 0.706 -0.056 0.74
O 1.766 0.823 0.307 -0.69
N 0.197 -0.599 -0.287 -0.18
O 1.189 -1.535 -0.194 -0.54
C -1.138 -0.951 0.270 0.51
O -2.102 -0.152 0.022 -0.59
H -1.442 1.314 -0.074 0.44
H -0.215 2.661 -0.346 0.43
H 2.007 -0.861 0.229 0.51
H -1.222 -2.106 0.611 0.19
```

Computed properties:
HOMO-LUMO gap: 9.9 eV
LUMO: 0.0 eV
SMILES: NC(=O)N(O)C=O
HOMO level: -9.97 eV

=====

Winner for stability: i